[1]
{
  "formula": "C3H7N3S2",
  "method": "ωB97M-V with the def2-TZVPD basis set",
  "smiles": "CN/C(=N/S)NC=S",
  "homo_ev": -8.06,
  "relative_energy_kcal_mol": 23.9,
  "species": ["C", "N", "C", "N", "S", "N", "C", "S", "H", "H", "H", "H", "H", "H", "H"],
  "positions_angstrom": [[-2.1906, -0.0951, 0.3057], [-0.8264, -0.5974, 0.3080], [0.1578, 0.2144, -0.1513], [-0.1589, 1.2787, -0.8125], [1.0533, 2.2112, -1.6371], [1.4711, -0.1933, 0.0304], [1.9968, -1.2780, 0.6470], [1.2560, -2.5597, 1.3337], [-2.3655, 0.2084, -0.7187], [-2.3477, 0.6988, 1.0316], [-2.8819, -0.9320, 0.4671], [-0.5677, -1.4409, 0.7876], [0.1922, 3.1956, -1.8731], [2.1323, 0.5069, -0.3164], [3.0792, -1.2177, 0.5979]],
  "forces_ev_per_angstrom": [[0.110, -1.126, -0.647], [-0.064, 0.597, 0.336], [-1.034, 0.286, -0.860], [0.499, 0.079, -0.022], [-0.522, -0.697, 0.604], [0.950, 0.202, -0.009], [-0.141, 0.183, -0.314], [0.290, -0.058, 0.073], [-0.369, 0.661, 0.002], [-0.066, 0.131, -0.121], [0.284, 0.197, 0.332], [0.052, -0.070, 0.246], [0.053, 0.260, -0.059], [-0.179, -0.503, 0.276], [0.138, -0.144, 0.162]]
}


[2]
{
  "formula": "C36H35Cr2N7O3",
  "method": "ωB97M-V with the def2-TZVPD basis set",
  "spin_multiplicity": 10,
  "homo_ev": [-14.97, -14.96],
  "s2": 24.80,
  "charge": 3,
  "species": ["Cr", "Cr", "C", "O", "O", "O", "N", "C", "C", "C", "C", "C", "H", "H", "H", "H", "H", "N", "C", "C", "C", "C", "C", "H", "H", "H", "H", "H", "N", "C", "C", "C", "C", "C", "H", "H", "H", "H", "H", "N", "C", "C", "C", "C", "C", "H", "H", "H", "H", "H", "N", "C", "C", "C", "C", "C", "H", "H", "H", "H", "H", "N", "C", "C", "C", "C", "C", "H", "H", "H", "H", "H", "N", "C", "C", "C", "C", "C", "H", "H", "H", "H", "H"],
  "positions_angstrom": [[9.9518, 11.3643, -27.5909], [9.4732, 17.1986, -27.6774], [9.8490, 13.9212, -27.6660], [10.5553, 13.2642, -28.4136], [9.0328, 13.3093, -27.0167], [9.8622, 15.1487, -27.6459], [11.6026, 10.3602, -28.7793], [11.6381, 9.0223, -28.5356], [12.6986, 8.2105, -28.9370], [13.8342, 8.7867, -29.5308], [13.7498, 10.1458, -29.8995], [12.6570, 10.8866, -29.4504], [10.8317, 8.4824, -28.0616], [12.6944, 7.1805, -28.6122], [14.7778, 8.3119, -29.7557], [14.5321, 10.6364, -30.4596], [12.5951, 11.9490, -29.6344], [8.6304, 10.9368, -29.3304], [7.8322, 9.8187, -29.2397], [6.7930, 9.6051, -30.1226], [6.5900, 10.4464, -31.1977], [7.4207, 11.6011, -31.3125], [8.4590, 11.7221, -30.4364], [7.9516, 9.0494, -28.4911], [6.1497, 8.7422, -30.0332], [5.7624, 10.2847, -31.8724], [7.3900, 12.2262, -32.1927], [9.0220, 12.6431, -30.4699], [8.0851, 16.6920, -29.4145], [7.3050, 15.5991, -29.3318], [6.6300, 14.9739, -30.3743], [6.7564, 15.5352, -31.6121], [7.4481, 16.7474, -31.7576], [8.0864, 17.2406, -30.6564], [7.2869, 15.1276, -28.3604], [6.1028, 14.0547, -30.1658], [6.1921, 15.2120, -32.4743], [7.5906, 17.2659, -32.6942], [8.7190, 18.1151, -30.6938], [10.7092, 17.3500, -25.7042], [11.7396, 16.5275, -25.3808], [12.4437, 16.5580, -24.1723], [12.2312, 17.6799, -23.3262], [11.2041, 18.5295, -23.6636], [10.5744, 18.3715, -24.8653], [11.9286, 15.6228, -25.9396], [13.1467, 15.7881, -23.8903], [12.8769, 17.7841, -22.4668], [10.9722, 19.3644, -23.0190], [9.8529, 19.1433, -25.0895], [7.8849, 17.1125, -26.1544], [7.1082, 18.2322, -25.8830], [6.0475, 18.3083, -24.9560], [5.7044, 17.2011, -24.2447], [6.4647, 16.0775, -24.4293], [7.4885, 16.0203, -25.3828], [7.2601, 19.0977, -26.5109], [5.4090, 19.1704, -25.0807], [4.8732, 17.1412, -23.5577], [6.2730, 15.1878, -23.8478], [8.0253, 15.0972, -25.5444], [3.3013, 12.7839, -28.6327], [4.0958, 11.7105, -28.4863], [5.2873, 11.8503, -27.7846], [5.5914, 12.9830, -27.0881], [4.7406, 14.0940, -27.1942], [3.6664, 13.9842, -28.0305], [3.8561, 10.7430, -28.9021], [5.8690, 10.9441, -27.7019], [6.5445, 13.1346, -26.6033], [5.0499, 15.0857, -26.8988], [3.0481, 14.8243, -28.3103], [11.5305, 11.7238, -25.8706], [11.3757, 11.2387, -24.6044], [12.4479, 10.9747, -23.7273], [13.7247, 11.3580, -24.1257], [13.8511, 12.1185, -25.2791], [12.7513, 12.2966, -26.1456], [10.3627, 11.1076, -24.2536], [12.1836, 10.4810, -22.8037], [14.5550, 11.2977, -23.4378], [14.8568, 12.4372, -25.5103], [12.8317, 12.9016, -27.0366]],
  "forces_ev_per_angstrom": [[0.302, 2.014, -1.856], [-0.707, -2.080, 0.972], [0.194, 1.822, -1.515], [4.373, -2.639, -3.054], [-4.324, -4.628, 4.501], [0.624, 4.756, 0.290], [-0.020, -1.194, 1.105], [1.015, 0.078, -1.177], [0.997, 0.524, 0.558], [-0.754, 1.296, -0.504], [-0.597, -0.647, 0.928], [-0.552, -0.093, 0.026], [-0.482, 0.556, 0.210], [-0.017, -0.140, -0.247], [-0.262, -0.661, 0.032], [0.065, 0.002, 0.071], [-0.104, 0.148, -0.062], [-0.563, -1.604, 0.069], [0.129, 1.416, -0.822], [-0.103, -0.352, -0.642], [0.504, 1.773, 0.275], [-0.585, -2.493, -0.860], [-0.226, 0.795, 2.087], [0.509, 0.389, 0.528], [0.098, -0.150, 0.230], [0.051, -0.053, -0.142], [-0.240, 0.233, 0.137], [0.613, -0.179, 0.107], [-0.689, -0.370, -0.811], [0.561, -0.549, 1.188], [0.672, 0.273, 0.692], [-0.720, 1.421, -1.201], [0.216, -0.723, 0.324], [1.284, 0.905, 1.141], [-0.085, -0.025, 0.194], [-0.203, 0.060, -0.048], [0.124, -0.554, -0.054], [-0.286, -0.121, -0.089], [-0.103, 0.268, -0.479], [1.804, 0.136, -0.977], [-0.368, -1.556, 1.329], [-0.717, 2.050, -0.182], [0.346, -1.869, -0.617], [1.230, 0.416, 0.752], [-1.590, 0.623, -0.025], [-0.418, 0.252, -0.857], [0.161, 0.062, -0.292], [-0.314, 0.220, 0.287], [-0.099, 0.145, -0.173], [-0.340, -0.143, -0.387], [-2.813, 0.580, 1.879], [0.191, -1.196, -0.118], [0.632, 0.547, -2.218], [-0.235, -0.368, 0.698], [1.255, -0.984, -0.675], [0.518, 1.393, -0.468], [0.303, 0.094, -0.075], [0.101, 0.250, 0.625], [-0.113, 0.332, 0.003], [-0.076, -0.123, -0.093], [0.183, -0.043, -0.173], [0.394, 0.567, 0.306], [-0.147, 2.370, 0.600], [-0.052, -1.554, 0.500], [0.164, 1.358, -0.153], [0.789, -0.126, -0.831], [-0.966, -2.417, -1.231], [-0.487, 0.143, -0.316], [0.465, 0.111, 0.074], [0.100, -0.362, 0.266], [-0.076, -0.018, 0.600], [-0.151, 0.040, 0.161], [0.908, 0.512, 0.829], [-0.272, 0.747, -2.304], [0.956, -0.057, -0.035], [-0.600, 0.735, 0.989], [0.964, -0.955, 1.019], [-2.381, -1.045, -0.001], [-0.232, -0.214, -0.163], [0.401, -0.003, 0.260], [0.180, -0.465, -0.116], [-0.086, 0.458, -0.420], [-0.222, -0.116, -0.376]]
}